P.
18
Properties=species:S:1:pos:R:3 method="wB97M-V/def2-TZVPD" homo_ev=-12.1 total_charge=+1 gap_ha=0.3168
C -0.07 -0.85 -0.33
C 1.86 -0.14 0.02
C -1.30 0.56 1.27
C -1.19 0.12 -0.18
N 0.04 -2.07 -0.40
N 2.70 -1.11 0.14
N -0.89 1.31 -1.04
S 1.98 1.48 -0.06
H -2.22 1.12 1.43
H -0.45 1.18 1.54
H -1.31 -0.30 1.94
H -2.13 -0.35 -0.51
H -0.73 -2.72 -0.47
H 2.35 -2.06 0.09
H 3.69 -0.94 0.22
H -1.56 2.07 -0.86
H -0.91 1.06 -2.03
H 0.12 1.62 -0.76


Q.
18
Properties=species:S:1:pos:R:3 method="wB97M-V/def2-TZVPD" homo_ev=-12.5 total_charge=+1 gap_ha=0.3389
C 2.59 0.88 -0.80
C 1.48 0.99 -0.13
C -1.57 -0.09 -0.01
C 0.61 -0.61 1.07
N -2.90 -0.20 0.10
N -1.06 0.15 -1.19
N -0.85 -0.32 1.06
S 0.95 -2.17 0.23
H 3.34 1.69 -1.15
H 3.15 0.05 -1.13
H 1.13 1.86 0.34
H 0.98 -0.54 2.16
H -3.53 -0.54 -0.72
H -3.26 -0.61 0.99
H -1.67 0.45 -2.06
H -0.05 0.43 -1.23
H -1.32 -0.60 1.94
H 2.13 -2.21 0.93


Name the least stable of them. Q.


P.
20
Properties=species:S:1:pos:R:3 method="wB97M-V/def2-TZVPD" homo_ev=-8.5 smiles=CSCCCN.O gap_ha=0.3431
C -2.46 -1.22 -0.69
S -2.17 -0.20 0.77
C -0.43 0.22 0.87
C 0.08 0.42 -0.59
C 0.85 1.72 -0.80
N 1.87 1.92 0.25
H -3.30 -1.88 -0.50
H -1.66 -1.95 -0.83
H -2.67 -0.70 -1.62
H 0.32 -0.37 1.39
H -0.27 1.18 1.36
H -0.69 0.37 -1.36
H 0.83 -0.35 -0.77
H 1.48 1.58 -1.67
H 0.17 2.57 -0.76
H 2.74 2.20 -0.16
H 1.65 2.52 1.03
O 1.38 -2.99 1.17
H 0.68 -2.96 1.84
H 1.62 -2.07 1.09


Q.
20
Properties=species:S:1:pos:R:3 method="wB97M-V/def2-TZVPD" homo_ev=-8.3 smiles=CN[C@@H](C)CS.O gap_ha=0.3307
C -2.54 -0.38 0.19
N -1.10 -0.22 0.33
C -0.44 0.81 -0.46
C 0.35 1.75 0.44
C 0.42 0.11 -1.54
S 2.26 0.27 -1.47
H -3.08 0.55 0.33
H -2.84 -1.12 0.92
H -2.80 -0.75 -0.80
H -0.81 -0.21 1.30
H -1.19 1.28 -1.09
H 0.70 2.59 -0.14
H 1.15 1.19 0.90
H -0.28 2.11 1.26
H 0.19 0.51 -2.52
H 0.24 -0.94 -1.55
H 2.51 -1.00 -1.20
O -0.94 -2.25 3.17
H -1.73 -2.79 3.32
H -0.32 -2.81 2.70


R.
20
Properties=species:S:1:pos:R:3 method="wB97M-V/def2-TZVPD" homo_ev=-9.2 gap_ha=0.3282
C 1.70 0.27 -0.54
O 2.88 0.86 0.00
C 1.13 1.25 -1.56
N -0.01 0.73 -2.33
H 0.98 0.07 0.25
H 2.00 -0.67 -1.04
H 3.29 0.28 0.64
H 0.86 2.14 -0.98
H 1.90 1.52 -2.29
H -0.83 -0.63 -0.48
H -0.21 1.43 -3.04
H -0.82 0.70 -1.72
C -1.55 -1.79 1.62
C -1.62 -0.28 1.76
S -1.93 0.67 0.23
H -0.69 -2.06 0.99
H -2.43 -2.24 1.14
H -1.41 -2.23 2.61
H -0.74 0.02 2.33
H -2.48 -0.06 2.40


S.
20
Properties=species:S:1:pos:R:3 method="wB97M-V/def2-TZVPD" homo_ev=-9.2 smiles=NCCCCS.O gap_ha=0.3633
N 1.92 1.10 0.85
C 0.59 1.23 1.48
C -0.05 -0.16 1.76
C 0.01 -1.04 0.52
C -0.64 -0.44 -0.71
S -2.44 -0.82 -0.86
H 2.26 2.07 0.78
H 2.55 0.70 1.53
H -0.12 1.75 0.83
H 0.60 1.96 2.30
H -1.06 0.13 2.05
H 0.44 -0.59 2.63
H 1.06 -1.34 0.44
H -0.50 -2.00 0.68
H -0.54 0.64 -0.77
H -0.25 -0.78 -1.67
H -2.92 0.20 -0.16
O 2.64 0.68 -1.92
H 2.27 0.67 -1.01
H 2.44 -0.21 -2.25


Name the least stable of them. R.


P.
20
Properties=species:S:1:pos:R:3 method="wB97M-V/def2-TZVPD" homo_ev=-8.5 smiles=CSCCCN.O gap_ha=0.3428
C -1.81 0.83 1.50
S -2.62 0.69 -0.14
C -1.16 0.83 -1.26
C -0.37 -0.50 -1.34
C 1.17 -0.21 -1.53
N 1.88 -0.07 -0.22
H -1.65 1.87 1.81
H -0.97 0.16 1.71
H -2.64 0.50 2.15
H -0.43 1.62 -1.12
H -1.60 0.92 -2.30
H -0.69 -1.06 -2.23
H -0.59 -1.14 -0.41
H 1.55 -1.02 -2.13
H 1.26 0.75 -2.07
H 2.54 0.70 -0.21
H 2.43 -0.85 0.09
O 1.16 -1.62 2.82
H 1.39 -1.73 1.89
H 1.13 -0.68 2.98


Q.
20
Properties=species:S:1:pos:R:3 method="wB97M-V/def2-TZVPD" homo_ev=-8.7 smiles=CNCCCS.O gap_ha=0.3439
C 1.97 0.78 -0.20
N 0.57 1.13 -0.14
C 0.17 1.73 1.16
C -1.25 2.26 0.87
C -2.28 1.19 1.19
S -2.15 -0.62 0.78
H 2.68 1.63 -0.11
H 2.10 0.07 0.65
H 2.20 0.34 -1.17
H 0.00 0.29 -0.16
H 0.12 0.89 1.86
H 0.90 2.43 1.55
H -1.59 3.09 1.54
H -1.38 2.50 -0.19
H -2.44 1.08 2.32
H -3.34 1.38 0.89
H -1.51 -1.12 1.89
O 3.89 -4.66 -3.85
H 4.85 -4.57 -3.82
H 3.67 -3.72 -3.81


Name the least stable of them. Q.


P.
20
Properties=species:S:1:pos:R:3 method="wB97M-V/def2-TZVPD" homo_ev=-8.2 gap_ha=0.1537
C -0.20 -0.12 -1.59
C -0.96 -0.80 -0.44
S -2.40 0.14 -0.05
C 0.22 1.36 -1.25
N 1.13 1.51 -0.20
C 0.51 1.38 1.13
H -0.98 -0.11 -2.34
H 0.67 -0.65 -1.98
H -0.94 -1.87 -0.71
H -0.58 -0.90 0.60
H -2.29 -3.15 2.92
H -0.76 1.81 -1.04
H 0.57 1.84 -2.18
H -2.26 -3.84 3.14
H 0.99 2.14 1.74
H -0.57 1.59 1.15
H 0.63 0.39 1.57
H 3.16 -0.70 -0.16
H 1.88 0.75 -0.19
O 2.19 -0.76 -0.12


Q.
20
Properties=species:S:1:pos:R:3 method="wB97M-V/def2-TZVPD" homo_ev=-8.3 smiles=CSCCCN.O gap_ha=0.3374
C 1.23 0.71 2.76
S 0.96 -0.88 1.87
C 0.26 -0.42 0.29
C -0.70 0.76 0.20
C -1.31 0.88 -1.15
N -0.30 1.25 -2.15
H 0.60 1.44 2.26
H 0.88 0.57 3.78
H 2.29 0.85 2.85
H 1.00 -0.29 -0.51
H -0.31 -1.29 -0.04
H -1.52 0.58 0.89
H -0.20 1.69 0.50
H -2.14 1.60 -1.07
H -1.76 -0.06 -1.47
H 0.07 2.16 -1.89
H -0.72 1.47 -3.05
O 0.19 -3.85 -1.37
H 0.71 -3.42 -2.07
H 0.77 -3.74 -0.61


Name the least stable of them. P.


P.
33
Properties=species:S:1:pos:R:3 method="wB97M-V/def2-TZVPD" homo_ev=-9.5 gap_ha=0.3753
C -2.67 -0.99 0.13
C -3.13 0.55 -0.21
C -1.66 1.22 -0.56
C -0.94 1.70 0.84
C 0.31 2.49 0.21
C 1.25 1.57 -0.55
C 2.27 0.78 0.23
C 2.70 -0.56 -0.15
C 0.92 -1.89 1.32
C 0.14 -2.88 0.79
C 1.13 -2.18 -0.98
H -1.57 -2.23 -0.68
H -3.51 0.95 0.62
H -3.70 0.72 -1.14
H -1.40 2.24 -1.61
H -0.99 0.50 -1.06
H -0.68 0.84 1.46
H -1.88 2.35 1.28
H 0.03 3.26 -0.64
H 0.64 3.21 1.07
H 1.58 1.99 -1.55
H 0.64 0.75 -1.04
H 1.81 0.71 1.28
H 3.35 0.86 0.76
H 3.67 -0.84 0.38
H 2.82 -0.39 -1.30
H 1.18 -1.59 2.40
H -0.46 -3.52 1.19
H 1.36 -1.68 -2.07
N 1.67 -1.55 0.06
N 0.25 -3.08 -0.66
O -2.59 -1.92 -0.97
O -2.54 -1.37 1.17


Q.
33
Properties=species:S:1:pos:R:3 method="wB97M-V/def2-TZVPD" homo_ev=-7.5 smiles="C=C(CC)OC(C)=O.CN1C=CCC=N1" gap_ha=0.3077
C 1.12 0.73 2.06
C 0.94 0.74 0.72
C 0.13 1.78 0.11
C 1.14 2.97 -0.10
O 1.63 0.19 -0.33
C 2.40 -0.94 -0.24
C 3.09 -1.30 -1.58
O 2.54 -1.64 0.76
H 1.81 0.14 2.62
H 0.27 1.37 2.53
H -0.12 1.56 -0.85
H -0.72 2.20 0.58
H 0.73 3.65 -0.93
H 1.35 3.37 0.85
H 1.98 2.53 -0.56
H 2.68 -2.34 -1.74
H 2.99 -0.75 -2.51
H 4.13 -1.45 -1.43
C -1.58 -2.21 -1.78
N -1.47 -1.43 -0.60
C -2.37 -0.48 -0.24
C -2.51 -0.18 1.05
C -1.85 -0.98 2.15
C -0.65 -1.62 1.50
N -0.48 -1.84 0.27
H -2.29 -3.01 -1.85
H -1.84 -1.42 -2.61
H -0.59 -2.44 -2.06
H -2.55 0.14 -1.00
H -2.81 0.82 1.36
H -1.57 -0.27 3.01
H -2.77 -1.51 2.47
H 0.20 -1.94 2.19


Name the least stable of them. P.


P.
105
Properties=species:S:1:pos:R:3 method="wB97M-V/def2-TZVPD" homo_ev=-8.1 smiles=CC1(C)CCCC(C)(C)N1O.CC(C)O.CC(C)O.CC(C)O.CC(C)O.CC(C)O.CC(C)O.O gap_ha=0.3242
C -1.87 -6.69 -2.20
C -2.76 -5.44 -2.22
C -3.98 -5.69 -3.12
C -3.35 -5.16 -0.83
C -2.37 -4.48 0.12
C -1.83 -3.21 -0.52
C -1.23 -3.36 -1.93
C -1.19 -1.99 -2.58
C 0.21 -3.84 -1.76
N -2.04 -4.27 -2.73
O -1.49 -4.51 -4.00
H -1.52 -6.89 -3.22
H -0.99 -6.66 -1.57
H -2.40 -7.63 -2.02
H -4.40 -6.65 -2.82
H -4.72 -4.90 -2.99
H -3.68 -5.85 -4.16
H -4.24 -4.53 -0.87
H -3.68 -6.08 -0.33
H -2.80 -4.25 1.09
H -1.55 -5.19 0.28
H -1.07 -2.81 0.15
H -2.66 -2.49 -0.50
H -0.54 -1.99 -3.46
H -0.87 -1.16 -1.94
H -2.17 -1.71 -2.99
H 0.81 -3.09 -1.24
H 0.68 -3.92 -2.75
H 0.35 -4.84 -1.33
H -2.18 -4.16 -4.58
C 0.24 2.54 4.06
C 0.36 1.09 4.49
C -0.17 0.89 5.90
O -0.42 0.23 3.65
H 0.95 2.80 3.26
H 0.55 3.19 4.88
H -0.71 2.84 3.64
H 1.40 0.76 4.47
H -0.18 -0.17 6.15
H -1.22 1.17 6.02
H 0.36 1.44 6.68
H -0.68 0.66 2.80
C -2.57 -0.47 1.08
C -2.38 0.92 0.61
C -3.50 1.86 1.09
O -1.15 1.40 1.21
H -3.38 -0.95 0.52
H -2.73 -0.54 2.16
H -1.72 -1.13 0.88
H -2.27 1.01 -0.48
H -3.57 2.78 0.51
H -3.35 2.09 2.15
H -4.47 1.38 0.93
H -0.96 2.31 0.89
C 0.20 5.93 1.58
C -0.72 5.07 0.74
C -0.95 5.72 -0.61
O -0.07 3.81 0.50
H 1.13 6.21 1.07
H 0.42 5.54 2.58
H -0.35 6.85 1.84
H -1.66 4.87 1.26
H -1.79 5.26 -1.14
H -0.05 5.70 -1.22
H -1.25 6.77 -0.49
H 0.80 3.93 0.09
C 3.68 -1.69 3.24
C 3.09 -1.28 1.91
C 3.13 -2.36 0.84
O 1.81 -0.68 2.07
H 4.71 -2.02 3.12
H 3.17 -2.45 3.83
H 3.73 -0.83 3.91
H 3.72 -0.48 1.49
H 3.99 -3.03 0.90
H 3.03 -1.99 -0.18
H 2.33 -3.07 1.10
H 1.24 -1.34 2.49
C 1.37 0.41 -3.97
C 1.38 1.83 -3.47
C -0.02 2.42 -3.32
O 1.97 1.86 -2.15
H 2.40 0.09 -4.14
H 0.84 0.36 -4.92
H 1.02 -0.28 -3.20
H 1.94 2.55 -4.06
H 0.00 3.44 -2.95
H -0.63 1.76 -2.69
H -0.59 2.43 -4.26
H 1.39 1.29 -1.59
C 3.38 2.63 0.84
C 3.59 3.94 0.08
C 4.81 3.97 -0.82
O 2.40 4.19 -0.68
H 3.31 1.72 0.25
H 2.54 2.69 1.55
H 4.21 2.45 1.54
H 3.65 4.75 0.81
H 4.63 3.35 -1.69
H 5.70 3.58 -0.32
H 5.03 4.98 -1.16
H 2.17 3.43 -1.26
O 0.41 0.29 -0.34
H -0.15 0.91 0.17
H 0.98 -0.13 0.33


Q.
105
Properties=species:S:1:pos:R:3 method="wB97M-V/def2-TZVPD" homo_ev=-8.8 smiles=CC1(C)CCCC(C)(C)N1O.CC(C)O.CC(C)O.CC(C)O.CC(C)O.CC(C)O.CC(C)O.O gap_ha=0.3406
C 33.66 27.05 2.09
C 32.73 26.35 3.10
C 32.44 27.35 4.23
C 31.40 26.01 2.45
C 31.46 24.78 1.56
C 31.97 23.61 2.39
C 33.34 23.88 2.99
C 33.73 22.76 3.95
C 34.43 23.88 1.88
N 33.30 25.14 3.72
O 34.46 25.42 4.45
H 33.43 28.11 2.04
H 34.72 26.96 2.35
H 33.56 26.68 1.07
H 33.34 27.65 4.77
H 31.94 28.24 3.85
H 31.75 26.90 4.95
H 30.55 25.96 3.14
H 31.14 26.86 1.80
H 30.48 24.53 1.13
H 32.08 24.94 0.68
H 31.95 22.64 1.88
H 31.28 23.53 3.24
H 33.66 21.82 3.39
H 32.96 22.59 4.72
H 34.71 22.89 4.39
H 34.50 22.89 1.43
H 35.39 24.11 2.36
H 34.26 24.63 1.12
H 35.15 25.68 3.82
C 34.05 23.39 7.57
C 33.06 24.50 7.77
C 33.76 25.82 8.08
O 32.29 24.70 6.54
H 34.52 23.13 8.53
H 34.86 23.69 6.90
H 33.59 22.46 7.26
H 32.30 24.29 8.52
H 34.49 26.04 7.30
H 34.30 25.74 9.03
H 33.04 26.63 8.15
H 32.93 24.63 5.83
C 30.14 21.19 10.05
C 31.29 20.28 9.66
C 30.86 19.09 8.81
O 32.25 21.05 8.91
H 29.48 21.39 9.21
H 30.57 22.11 10.44
H 29.55 20.70 10.84
H 31.82 19.88 10.53
H 31.75 18.55 8.48
H 30.29 19.40 7.94
H 30.23 18.39 9.38
H 31.78 21.32 8.11
C 30.69 18.58 5.24
C 31.93 19.30 4.77
C 32.87 18.42 3.95
O 31.53 20.36 3.88
H 30.84 17.88 6.06
H 30.18 18.04 4.44
H 29.97 19.33 5.59
H 32.47 19.72 5.62
H 33.31 17.62 4.54
H 33.68 19.05 3.58
H 32.33 18.00 3.10
H 31.31 21.11 4.46
C 27.43 26.51 4.52
C 28.06 25.18 4.90
C 29.07 25.32 5.99
O 27.02 24.29 5.41
H 26.63 26.41 3.78
H 28.17 27.18 4.08
H 27.01 26.99 5.40
H 28.47 24.71 4.00
H 29.98 25.77 5.59
H 29.40 24.35 6.36
H 28.73 25.99 6.78
H 26.41 24.10 4.69
C 27.69 21.47 0.86
C 28.78 21.53 1.91
C 28.24 21.47 3.33
O 29.65 20.43 1.66
H 27.21 20.50 0.86
H 28.10 21.72 -0.12
H 26.89 22.19 1.08
H 29.39 22.44 1.83
H 27.61 20.60 3.50
H 27.70 22.40 3.56
H 29.10 21.52 3.99
H 30.17 20.22 2.46
C 27.36 19.79 7.17
C 26.92 21.17 6.75
C 26.12 21.84 7.88
O 28.08 21.95 6.46
H 28.11 19.42 6.46
H 26.54 19.08 7.10
H 27.86 19.82 8.14
H 26.27 21.12 5.87
H 25.47 21.16 8.42
H 25.47 22.61 7.46
H 26.79 22.35 8.58
H 27.79 22.84 6.22
O 30.91 22.00 6.47
H 31.10 22.95 6.50
H 29.93 21.93 6.44


Name the least stable of them. P.